A 15-piece molecular cluster, C45H130N10O15 overall in a non-equilibrium geometry. Source: OMol25; level of theory: ωB97M-V with the def2-TZVPD basis set.

XYZ file:
```
200
Properties=species:S:1:pos:R:3:forces:R:3:lowdin_charge:R:1
C -5.85063 -3.34573 2.05891 -0.850 -0.679 -1.167 -0.17
O -4.90924 -2.31714 2.15758 0.208 0.614 0.738 -0.11
H -6.21746 -3.34982 1.03249 0.280 -0.629 -0.458 0.07
H -5.38156 -4.29157 2.32992 -0.049 0.116 -0.112 0.06
H -6.81210 -3.27639 2.56772 0.332 0.534 0.980 0.09
H -5.37328 -1.50188 2.36165 0.093 0.180 0.020 0.08
C -2.43286 3.16993 -3.33571 0.116 -1.643 -1.601 -0.12
O -3.07136 2.54608 -4.49235 -0.938 1.446 0.645 -0.14
H -2.91289 4.11624 -3.08633 -0.148 -0.204 -0.313 0.08
H -2.49845 2.47320 -2.50003 0.019 0.156 0.231 0.05
H -1.38665 3.33166 -3.59530 0.127 0.265 0.359 0.06
H -2.60121 1.83076 -4.92694 0.769 -0.138 0.653 0.02
C -5.59447 -2.01625 -1.98169 0.466 -0.447 -0.442 -0.16
O -6.12454 -2.77915 -3.06476 0.036 0.592 0.109 -0.12
H -6.36272 -1.38292 -1.53809 0.006 -0.307 0.524 0.09
H -5.11591 -2.75675 -1.34080 -0.442 0.214 0.554 0.06
H -4.78546 -1.35437 -2.29074 0.114 0.182 -0.323 0.06
H -6.57137 -2.12671 -3.60908 -0.160 -0.229 -0.393 0.08
C -3.74026 -5.01993 -3.14474 -0.830 0.554 -0.023 -0.19
O -2.64958 -5.84080 -2.92089 0.818 -0.690 -0.322 -0.11
H -3.51456 -3.98054 -2.90634 -0.003 0.311 0.003 0.06
H -4.06059 -5.05716 -4.18594 0.145 -0.129 -0.004 0.09
H -4.57966 -5.32954 -2.52214 -0.312 0.100 -0.109 0.06
H -2.55092 -5.88335 -1.96692 0.261 -0.037 0.394 0.04
C -2.81289 -1.04649 -4.93441 0.643 -0.190 0.341 -0.13
O -1.73490 -0.10461 -4.87690 -1.393 0.485 -0.215 -0.16
H -3.75809 -0.62337 -5.27448 0.326 0.423 -0.112 0.08
H -2.53590 -1.87028 -5.59224 -0.178 -0.118 -0.107 0.08
H -2.98302 -1.45481 -3.93820 -0.138 -0.193 0.134 0.05
H -0.93610 -0.62335 -4.75677 0.785 -0.411 0.034 0.01
C 4.00262 0.44826 -7.12083 -0.079 0.525 0.903 -0.03
C 3.82805 0.78361 -5.60421 -1.102 -0.136 -1.184 -0.40
C 2.34190 1.00740 -5.27357 0.227 -0.055 -0.385 -0.21
O 1.80150 2.05251 -6.08023 -0.649 -0.298 0.658 -0.17
C 0.57961 2.63164 -5.59699 0.438 -0.054 0.174 -0.08
N 4.34134 -0.34947 -4.84478 0.614 1.005 -0.325 0.06
H 3.32728 1.04084 -7.73797 -0.036 -0.015 0.082 0.07
H 3.78499 -0.61060 -7.26068 0.036 0.041 -0.171 0.05
H 5.02282 0.67938 -7.42724 0.027 -0.280 -0.021 0.08
H 4.27107 1.76336 -5.42553 0.682 -0.250 0.360 0.13
H 2.28595 1.18172 -4.19905 -0.161 0.627 0.278 0.10
H 1.81160 0.06382 -5.40219 -0.249 0.073 -0.351 0.09
H 0.18438 3.27752 -6.38105 0.215 0.085 0.131 0.10
H 0.76343 3.18164 -4.67406 0.271 0.497 -0.019 0.07
H -0.22555 1.95827 -5.30308 0.170 -0.794 -0.417 0.06
H 3.83328 -1.16793 -5.14830 0.082 -0.094 0.492 0.02
H 4.30352 -0.23120 -3.84244 -0.130 0.003 0.060 0.07
C 5.00726 9.20192 -2.80171 0.277 -0.657 -1.091 -0.07
C 3.92049 8.12800 -2.72951 1.588 1.141 -0.058 -0.45
C 4.44825 6.72027 -3.03010 -0.782 0.172 0.581 -0.18
O 3.30423 5.85449 -2.86148 0.825 1.173 -0.367 -0.22
C 3.52287 4.49726 -3.14284 -0.393 0.426 0.438 -0.10
N 3.47678 8.24465 -1.35478 -1.455 -1.038 -0.795 0.05
H 4.76764 10.07958 -2.20138 -0.256 -0.068 -0.228 0.08
H 5.18832 9.47113 -3.84230 0.332 0.263 0.077 0.07
H 5.90404 8.75035 -2.37745 0.330 0.181 -0.057 0.07
H 3.15509 8.28960 -3.48855 -0.495 0.335 0.422 0.14
H 5.20408 6.48109 -2.28204 0.255 -0.254 0.117 0.12
H 4.90483 6.67412 -4.01880 -0.178 -0.277 -0.307 0.13
H 2.54288 4.06497 -2.94081 0.118 -0.478 -0.292 0.08
H 4.24136 4.07839 -2.43827 0.258 -0.241 -0.110 0.08
H 3.82796 4.37504 -4.18211 0.043 -0.336 -0.064 0.09
H 4.28566 8.32177 -0.75490 0.098 -0.227 0.137 0.07
H 3.09033 7.31330 -1.29688 -0.601 -0.148 1.609 0.04
C -2.39624 0.63206 3.97951 -0.231 0.896 -1.064 -0.04
C -2.52788 2.17393 4.13825 0.093 -1.402 0.651 -0.39
C -3.91565 2.59938 4.66270 0.385 -0.512 -1.004 -0.19
O -4.96934 2.30322 3.74932 0.086 0.399 0.003 -0.19
C -4.94979 3.03668 2.50926 0.339 -0.915 0.661 -0.07
N -1.46751 2.55492 5.09385 -0.941 0.328 -0.433 0.04
H -2.54271 0.03507 4.87964 0.116 0.180 0.109 0.07
H -1.41701 0.49278 3.52146 0.268 -0.349 0.411 0.07
H -3.08099 0.29312 3.20212 -0.372 -0.125 0.201 0.06
H -2.30575 2.54146 3.13641 0.048 0.565 0.196 0.11
H -3.90473 3.64528 4.96941 -0.080 0.324 -0.164 0.12
H -4.08704 1.99986 5.55673 -0.302 -0.031 0.064 0.13
H -5.03813 4.11363 2.65235 -0.220 0.043 0.073 0.09
H -5.76242 2.60605 1.92420 -0.075 0.380 0.041 0.09
H -4.02349 2.83534 1.97118 0.090 0.071 -0.127 0.05
H -1.80213 2.25245 5.99753 0.134 -0.223 0.419 0.08
H -1.43367 3.56118 5.17397 0.095 0.412 -0.041 0.09
C 1.99402 5.77252 0.77597 -0.810 1.810 0.116 -0.08
C 1.40467 4.84729 1.80295 0.842 -0.377 -0.208 -0.43
C 0.25097 3.95665 1.28463 0.318 1.025 -0.297 -0.16
O -0.64365 4.72011 0.46216 -0.127 -0.219 0.714 -0.18
C -1.64058 3.90519 -0.13848 0.904 1.104 -0.171 -0.10
N 2.53189 4.12797 2.37706 -0.328 -0.782 0.244 0.04
H 2.88231 6.24511 1.19515 0.154 -0.308 0.017 0.07
H 1.27553 6.59106 0.73288 -0.035 0.239 -0.849 0.08
H 2.22368 5.42441 -0.23109 -0.206 -0.446 0.108 0.07
H 1.04390 5.43513 2.64698 -0.403 0.375 -0.225 0.14
H -0.25882 3.59904 2.17924 -0.351 -0.483 0.029 0.11
H 0.61762 3.13206 0.67331 0.228 -0.247 0.164 0.10
H -2.26744 4.59956 -0.69795 -0.192 -0.148 0.040 0.09
H -2.23586 3.36498 0.59767 -0.019 -0.249 0.041 0.06
H -1.13359 3.25357 -0.85014 -0.266 -0.502 0.050 0.06
H 2.22828 3.76459 3.26917 0.198 0.048 0.453 0.01
H 2.65003 3.26540 1.86509 0.397 -0.315 -0.396 0.02
C -1.42413 -1.91858 7.03192 -0.388 -0.301 -0.635 -0.06
C -2.49621 -3.01283 6.90206 0.380 0.033 -0.906 -0.45
C -1.96033 -4.31306 6.21935 -0.845 0.650 -1.042 -0.15
O -1.58783 -4.15854 4.81274 0.811 0.529 1.166 -0.20
C -2.64085 -3.86011 3.91667 -0.264 -0.298 0.292 -0.12
N -3.08680 -3.26575 8.20009 0.205 -0.269 0.099 0.04
H -0.57863 -2.27296 7.62153 0.032 0.094 0.140 0.08
H -1.84838 -1.00524 7.44896 -0.022 -0.145 0.337 0.08
H -1.05690 -1.63087 6.04680 0.142 -0.233 -0.090 0.05
H -3.29358 -2.63296 6.26330 -0.081 0.116 -0.130 0.12
H -2.71537 -5.09838 6.18351 -0.589 0.053 0.417 0.11
H -1.17376 -4.73245 6.84667 0.671 0.160 -0.598 0.12
H -3.08595 -2.86570 3.95031 0.306 0.299 0.452 0.07
H -3.46026 -4.55692 4.09310 -0.264 -0.261 -0.166 0.09
H -2.27770 -3.97185 2.89504 0.168 -0.209 0.083 0.07
H -3.57257 -4.15050 8.16332 -0.324 -0.135 0.157 0.07
H -2.33317 -3.39610 8.85976 0.089 -0.016 0.354 0.07
C 0.35105 -6.84960 1.61506 0.403 -1.155 1.265 -0.07
C -0.54784 -6.24520 0.53521 1.064 -0.905 1.216 -0.45
C -2.02223 -6.44520 0.85198 -0.580 -0.307 -0.800 -0.16
O -2.86020 -5.63145 -0.02444 -0.550 -0.724 0.324 -0.22
C -4.24046 -6.00807 0.15038 -0.070 0.279 -0.130 -0.10
N -0.20230 -4.88529 0.53675 -0.519 2.658 -0.232 0.04
H 1.42618 -6.79341 1.44465 -0.095 -0.086 -0.973 0.08
H 0.13377 -7.87468 1.91520 -0.136 -0.356 -0.536 0.07
H 0.36116 -6.37731 2.59738 -0.911 0.803 -0.009 0.07
H -0.16367 -6.60350 -0.41985 -0.826 -0.645 -0.236 0.15
H -2.29411 -6.16394 1.86936 0.450 0.190 0.305 0.12
H -2.27922 -7.50125 0.76942 -0.225 -0.192 -0.294 0.13
H -4.58148 -5.89779 1.17977 0.492 -0.628 0.369 0.07
H -4.43032 -6.99253 -0.27727 0.126 -0.296 0.393 0.10
H -4.97321 -5.36495 -0.33705 0.731 0.551 -0.604 0.07
H -0.86306 -4.42165 -0.07033 0.161 0.510 -0.957 0.03
H -0.59429 -4.51044 1.38876 0.516 0.298 0.875 0.06
C 0.29277 -3.42928 -3.12024 1.367 -0.267 -0.221 -0.04
C 1.31879 -2.74986 -4.06365 -1.484 -1.149 0.544 -0.39
C 2.27560 -3.69518 -4.86312 -0.288 1.328 1.457 -0.14
O 3.17649 -2.79564 -5.53253 -0.827 -0.986 -0.141 -0.25
C 3.97409 -3.38350 -6.54763 0.077 -0.004 0.174 -0.08
N 0.49688 -1.98102 -4.98557 0.704 0.995 -0.749 0.04
H -0.23736 -4.18805 -3.69586 -0.318 -0.163 0.473 0.08
H -0.37245 -2.69227 -2.67036 -0.182 0.081 -0.458 0.06
H 0.83460 -3.82298 -2.26028 -0.136 -0.655 -0.057 0.07
H 1.85475 -2.09914 -3.37270 0.535 0.368 -0.632 0.13
H 1.69604 -4.33524 -5.52838 -0.041 0.175 -0.468 0.12
H 2.76576 -4.36409 -4.15573 0.531 0.003 -0.019 0.13
H 4.31929 -2.61458 -7.23879 -0.195 0.101 0.124 0.07
H 3.37725 -4.10996 -7.09913 0.196 -0.204 -0.077 0.09
H 4.86846 -3.81525 -6.09844 -0.031 -0.391 -0.074 0.10
H -0.01537 -2.58245 -5.61484 -0.456 -0.684 0.279 0.09
H 1.16560 -1.60734 -5.64381 0.097 0.660 -0.278 0.06
C 1.44154 1.90806 6.78878 -0.838 0.284 1.786 -0.07
C 1.93173 1.53971 5.45436 0.272 -1.532 -1.214 -0.43
C 1.47301 0.11950 5.12756 0.392 -0.021 -0.217 -0.18
O 1.76914 -0.17010 3.74327 -0.388 -0.949 1.383 -0.24
C 1.22731 -1.43884 3.37919 0.259 0.046 0.125 -0.09
N 1.40761 2.45012 4.46862 -0.354 0.258 -0.180 0.06
H 0.35236 1.92678 6.75078 -0.120 0.509 -0.115 0.06
H 1.82509 2.86543 7.14155 -0.112 0.060 -0.130 0.09
H 1.57883 1.19064 7.59784 0.723 -0.289 -0.145 0.08
H 3.01877 1.48557 5.39510 0.227 0.358 0.059 0.14
H 0.40801 -0.02255 5.31110 -0.338 0.214 -0.138 0.10
H 1.98621 -0.55420 5.81375 0.254 -0.468 -0.175 0.13
H 1.54079 -2.25740 4.02710 0.314 0.089 0.329 0.09
H 1.58900 -1.69640 2.38373 -0.259 0.205 -0.122 0.09
H 0.13992 -1.42277 3.45291 -0.234 0.062 -0.327 0.07
H 1.29789 1.93053 3.60950 0.693 -0.008 -0.595 0.06
H 0.42676 2.55187 4.68702 -0.317 0.381 0.400 0.02
C -2.60409 0.08081 -0.08347 -0.029 2.113 -0.921 -0.05
C -1.59556 -0.86555 -0.74208 -0.350 0.513 2.362 -0.39
C -0.12510 -0.60841 -0.21573 -1.324 1.308 -0.976 -0.12
O 0.25256 0.77802 -0.48763 -0.172 -1.328 -0.656 -0.25
C 0.38192 0.98716 -1.91081 0.288 0.646 1.096 -0.07
N -2.05022 -2.15477 -0.25780 0.270 -1.513 -0.376 0.06
H -3.62928 -0.16609 -0.35934 -0.007 -0.300 -0.269 0.07
H -2.45636 1.09629 -0.45098 -0.009 0.314 0.013 0.05
H -2.64127 0.18693 1.00071 0.676 -0.516 0.167 0.07
H -1.76604 -0.78639 -1.81575 0.651 -0.115 -0.121 0.12
H 0.59604 -1.30642 -0.64098 0.035 -0.056 -0.256 0.11
H -0.10141 -0.72834 0.86739 -0.156 0.070 0.022 0.11
H 0.93094 1.91904 -2.04602 0.038 0.125 0.126 0.08
H -0.59939 1.14126 -2.35955 0.064 -0.492 -0.320 0.07
H 1.00712 0.20431 -2.34019 -0.373 -0.257 -0.313 0.08
H -2.42063 -1.99584 0.66829 0.237 -0.215 0.504 0.06
H -2.90805 -2.35512 -0.75186 -0.070 -0.449 -0.364 0.05
C 4.03859 1.58884 -0.31579 0.914 -0.285 -0.281 -0.06
C 3.57738 0.49633 0.64274 0.350 1.186 0.287 -0.39
C 4.66210 0.06449 1.68162 0.588 -0.548 -1.316 -0.15
O 5.84926 -0.38666 0.99459 0.493 0.165 -0.030 -0.21
C 6.98601 -0.53249 1.85155 -0.570 0.353 0.076 -0.11
N 2.47203 1.14967 1.35287 0.784 -0.796 0.599 0.05
H 4.92077 1.30680 -0.89052 -0.026 -0.090 -0.167 0.07
H 4.29083 2.49578 0.23370 0.014 -0.048 0.227 0.08
H 3.23607 1.87249 -0.99667 -0.123 -0.169 -0.094 0.06
H 3.17768 -0.35894 0.09791 0.445 -0.427 -0.199 0.13
H 4.38413 -0.82422 2.24821 -0.745 0.248 0.451 0.12
H 4.90978 0.89749 2.33955 -0.154 0.174 0.111 0.13
H 6.76287 -1.09137 2.76038 -0.315 -0.220 0.112 0.08
H 7.34569 0.44285 2.17933 0.055 0.235 -0.029 0.08
H 7.81298 -1.05133 1.36676 -0.339 0.050 -0.445 0.08
H 1.69131 1.17747 0.71270 -0.319 -0.084 0.142 0.04
H 2.28918 0.52210 2.12283 -0.750 0.397 0.210 0.03
```
Forces are in eV/Å.

Summary:
- 2S+1 = 1
- energy relative to the best compared isomer or geometry (same formula, charge and spin) (eV) = 0.870
- calculated total energy (eV) = -94377.1559
- HOMO-LUMO gap (eV) = 8.055